--- one ---
The following is a quantum chemistry calculation of an isolated molecule of C5H6N2, from the OMol25 dataset.

Summary:
Lowest unoccupied orbital energy: 1.1 eV
SMILES: c1cc2c([nH]1)CN2
2S+1: 1
E_HOMO: -7.190 eV

Last column: natural (NBO) charge in e.
Geometry (Å):
C  -1.876  0.053  0.015  -0.070
C  -1.100  1.238  -0.040  -0.349
C  0.206  0.760  -0.015  0.082
C  0.194  -0.641  -0.098  0.007
N  -1.092  -1.055  0.052  -0.494
C  1.705  -0.680  0.050  -0.193
N  1.667  0.789  0.033  -0.625
H  -3.046  0.084  0.078  0.216
H  -1.450  2.292  0.126  0.229
H  -1.534  -1.942  0.055  0.413
H  1.818  -1.203  0.920  0.197
H  2.260  -1.163  -0.732  0.194
H  2.248  1.469  -0.443  0.393

--- two ---
The following is a quantum chemistry calculation of an isolated molecule of C5H6N2, from the OMol25 dataset.

Summary:
Lowest unoccupied orbital energy: 0.8 eV
2S+1: 1
E_HOMO: -8.691 eV

Last column: natural (NBO) charge in e.
Geometry (Å):
N  0.328  2.776  0.998  -0.286
C  0.101  1.643  0.952  0.252
C  -0.200  0.207  0.911  -0.152
C  -1.135  -0.293  -0.222  -0.408
C  0.081  -1.044  -0.821  -0.118
C  1.186  -0.243  -1.326  -0.286
N  0.869  -0.675  0.393  -0.495
H  -0.519  -0.107  1.910  0.244
H  -1.561  0.471  -0.874  0.230
H  -1.927  -0.937  0.165  0.223
H  -0.006  -2.106  -1.056  0.204
H  0.900  0.821  -1.326  0.138
H  1.881  -0.514  0.298  0.454

--- three ---
The following is a quantum chemistry calculation of C5H6N2 as an isolated structure, from the OMol25 dataset.

Summary:
Lowest unoccupied orbital energy: 0.3 eV
2S+1: 1
E_HOMO: -8.381 eV

Last column: natural (NBO) charge in e.
Geometry (Å):
C  -1.661  0.118  -0.201  -0.337
C  -0.371  -0.539  0.487  -0.353
C  0.683  -1.237  -0.117  0.058
C  0.938  1.310  -0.044  0.150
C  -0.241  0.423  -0.574  -0.313
H  -2.125  -0.280  -0.929  0.204
H  -2.016  0.470  0.850  0.247
H  -0.266  -0.173  1.600  0.254
H  0.709  -2.437  0.107  0.199
H  0.535  2.377  0.638  0.199
H  -0.073  0.062  -1.609  0.250
N  1.919  -0.761  -0.210  -0.230
N  1.970  0.667  0.002  -0.331

Stability check: which of them is most stable? one.

--- one ---
The following is a quantum chemistry calculation of an isolated molecule of C5H6N2, from the OMol25 dataset.

Summary:
Lowest unoccupied orbital energy: -0.1 eV
2S+1: 1
E_HOMO: -7.906 eV

Last column: natural (NBO) charge in e.
Geometry (Å):
C  0.932  -0.966  0.055  -0.018
C  0.143  0.116  -0.054  -0.113
C  0.947  1.337  -0.116  0.243
C  2.863  0.384  -0.022  0.137
C  -1.302  0.037  -0.041  -0.632
N  2.278  -0.789  0.004  -0.651
N  0.538  2.463  0.148  -0.625
H  0.453  -1.934  -0.028  0.212
H  -1.566  -0.866  0.448  0.216
H  -1.810  0.768  0.461  0.234
H  -1.885  0.095  -1.050  0.222
H  2.907  -1.600  0.182  0.414
H  1.234  3.161  -0.175  0.362

--- two ---
The following is a quantum chemistry calculation of C5H6N2 as an isolated structure, from the OMol25 dataset.

Summary:
Lowest unoccupied orbital energy: 0.9 eV
2S+1: 1
E_HOMO: -8.879 eV

Last column: natural (NBO) charge in e.
Geometry (Å):
C  0.415  0.133  1.241  -0.217
C  -1.020  -0.121  1.460  -0.473
C  -0.823  -0.265  -0.016  0.401
N  -1.274  0.090  -1.200  -0.462
C  -0.150  0.127  -1.945  -0.012
C  1.017  -0.092  -1.207  -0.174
N  0.511  -0.631  -0.036  -0.382
H  1.262  -0.125  1.880  0.207
H  1.088  1.084  0.495  0.196
H  -1.253  -1.029  2.021  0.241
H  -1.617  0.731  1.779  0.246
H  -0.168  0.449  -2.978  0.205
H  2.024  -0.233  -1.570  0.223

Stability check: which of them is most stable? two.

--- one ---
The following is a quantum chemistry calculation of a 2-piece molecular cluster, C5H6N2 overall, from the OMol25 dataset.

Summary:
Lowest unoccupied orbital energy: 0.9 eV
SMILES: c1cc[nH]c1.C#N
2S+1: 1
E_HOMO: -9.045 eV

Last column: natural (NBO) charge in e.
Geometry (Å):
C  -0.973  1.154  0.015  -0.294
C  -0.935  -0.308  -0.160  -0.361
C  -0.011  -0.825  0.722  -0.029
N  0.445  0.209  1.563  -0.537
C  -0.249  1.437  1.104  -0.050
H  -1.474  1.857  -0.641  0.230
H  -1.652  -0.564  -0.929  0.248
H  0.290  -1.813  0.760  0.223
H  0.923  0.137  2.433  0.418
H  -0.037  2.318  1.517  0.199
C  1.123  -1.255  -2.283  0.024
N  1.959  -2.034  -2.491  -0.357
H  0.590  -0.312  -1.610  0.287

--- two ---
The following is a quantum chemistry calculation of C5H6N2 as an isolated structure, from the OMol25 dataset.

Summary:
Lowest unoccupied orbital energy: 0.8 eV
2S+1: 1
E_HOMO: -8.416 eV

Last column: natural (NBO) charge in e.
Geometry (Å):
C  -1.512  -0.479  0.291  -0.218
C  -1.306  0.980  0.666  -0.321
C  0.006  0.718  0.763  0.292
N  1.293  1.264  0.585  -0.395
C  1.834  0.414  -0.210  0.138
C  0.910  -0.732  -0.620  -0.307
N  -0.036  -0.675  0.489  -0.421
H  -1.804  -0.670  -0.746  0.196
H  -2.109  -1.105  0.963  0.201
H  0.433  -0.418  -1.570  0.198
H  -1.942  1.846  0.763  0.224
H  2.837  0.559  -0.605  0.197
H  1.395  -1.700  -0.769  0.216

--- three ---
The following is a quantum chemistry calculation of C5H6N2 as an isolated structure, from the OMol25 dataset.

Summary:
Lowest unoccupied orbital energy: 0.2 eV
2S+1: 1
E_HOMO: -10.070 eV

Last column: natural (NBO) charge in e.
Geometry (Å):
C  1.584  0.022  0.762  -0.728
C  1.182  -0.685  -0.566  0.094
C  -0.937  1.281  -0.181  0.010
C  -1.916  0.225  0.018  -0.126
C  -2.654  -0.748  0.171  -0.204
H  2.170  1.131  0.307  0.275
H  2.256  -0.936  1.050  0.217
H  0.923  0.046  1.650  0.249
H  1.667  -1.652  -0.859  0.185
H  -1.229  2.263  0.102  0.204
H  -3.401  -1.770  -0.357  0.303
N  0.241  -0.291  -1.330  -0.251
N  0.115  1.112  -0.767  -0.226

--- four ---
The following is a quantum chemistry calculation of an isolated molecule of C5H6N2, from the OMol25 dataset.

Summary:
Lowest unoccupied orbital energy: 0.2 eV
SMILES: C=C[C@H](C#N)N=C
2S+1: 1
E_HOMO: -9.795 eV

Last column: natural (NBO) charge in e.
Geometry (Å):
C  -0.925  -1.197  -0.220  -0.387
C  0.305  -0.910  -0.717  -0.128
C  0.901  0.492  -0.615  -0.214
C  1.723  0.557  0.650  0.257
N  2.261  0.643  1.674  -0.315
N  -0.323  1.262  -0.568  -0.419
C  -0.959  1.015  0.516  -0.072
H  -1.842  -0.650  -0.423  0.232
H  -1.092  -2.150  0.263  0.212
H  0.912  -1.716  -1.122  0.220
H  1.557  0.767  -1.452  0.249
H  -2.031  1.185  0.555  0.186
H  -0.486  0.702  1.457  0.179

Stability check: which of them is most stable? one.

--- one ---
The following is a quantum chemistry calculation of a 2-piece molecular cluster, C5H11NOS overall, from the OMol25 dataset.

Summary:
Lowest unoccupied orbital energy: 0.5 eV
SMILES: CC/N=C\S.C=CO
2S+1: 1
E_HOMO: -9.173 eV

Last column: natural (NBO) charge in e.
Geometry (Å):
C  -1.872  -1.812  -0.119  -0.602
C  -1.099  -0.468  -0.155  -0.255
N  -0.278  -0.330  1.034  -0.397
C  0.875  -0.843  1.053  -0.013
S  1.616  -1.631  -0.402  -0.110
H  -2.669  -1.701  0.629  0.209
H  -2.341  -2.109  -1.013  0.214
H  -1.134  -2.515  0.193  0.205
H  -0.349  -0.383  -1.031  0.203
H  -1.791  0.233  -0.271  0.189
H  1.714  -0.689  1.723  0.216
H  2.922  -1.040  -0.478  0.145
C  1.206  1.821  -0.956  -0.543
C  1.513  1.547  0.256  0.154
O  2.802  1.256  0.615  -0.690
H  1.843  1.890  -1.797  0.199
H  0.245  2.174  -1.172  0.209
H  0.925  1.672  1.097  0.201
H  3.271  1.113  -0.181  0.466

--- two ---
The following is a quantum chemistry calculation of an isolated molecule of C5H11NOS, from the OMol25 dataset.

Summary:
Lowest unoccupied orbital energy: 0.7 eV
SMILES: CN(C)C(=O)CCS
2S+1: 1
E_HOMO: -9.147 eV

Last column: natural (NBO) charge in e.
Geometry (Å):
C  0.084  2.099  -0.691  -0.421
N  0.454  0.633  -0.708  -0.520
C  2.014  0.518  -0.667  -0.427
C  0.188  -0.092  0.539  0.728
O  0.504  0.458  1.582  -0.572
C  -0.281  -1.488  0.494  -0.540
C  -1.691  -1.584  0.016  -0.469
S  -2.889  -0.856  1.257  -0.085
H  -0.720  2.085  0.041  0.215
H  0.916  2.854  -0.436  0.193
H  -0.152  2.206  -1.770  0.213
H  2.416  0.179  0.274  0.206
H  2.543  1.391  -0.897  0.207
H  2.392  -0.322  -1.390  0.194
H  0.367  -2.077  -0.164  0.246
H  -0.234  -1.975  1.468  0.243
H  -2.034  -2.671  0.048  0.225
H  -1.921  -1.217  -0.953  0.225
H  -1.958  -0.141  1.957  0.140

Stability check: which of them is most stable? two.